# C32H26BrClN4O7ReS2

A structure of composition C32H26BrClN4O7ReS2 (wB97M-V/def2-TZVPD, the OMol25 dataset).

Computed properties:
LUMO (alpha / beta): -1.295 / -1.716 eV
HOMO level (alpha / beta): -8.091 / -8.021 eV
HOMO-LUMO gap (alpha / beta): 6.80 / 6.31 eV

The geometry in ORCA input format:
```
! RIJCOSX wB97M-V def2-TZVPD def2/J DEFGRID3
* xyz 0 4
Re -0.141 0.063 0.569
C -0.024 3.056 3.764
C 0.284 2.047 2.716
N -0.611 1.431 2.029
N -1.949 1.707 2.213
C -2.658 0.938 1.429
O -2.138 0.049 0.629
C -4.127 1.071 1.402
C -4.761 2.072 2.135
C -6.139 2.192 2.087
C -6.886 1.315 1.311
C -6.255 0.318 0.582
C -4.876 0.193 0.624
C 1.657 1.662 2.365
C 2.741 2.169 3.055
C 4.018 1.749 2.716
C 4.155 0.826 1.701
C 3.023 0.351 1.058
N 1.787 0.759 1.359
H -1.082 3.292 3.750
H 0.561 3.961 3.599
H 0.237 2.660 4.748
H -4.167 2.749 2.733
H -6.632 2.971 2.653
H -7.964 1.412 1.274
H -6.838 -0.365 -0.022
H -4.371 -0.579 0.060
H 2.581 2.876 3.854
H 4.881 2.133 3.242
H 5.121 0.454 1.394
H 3.111 -0.393 0.291
O 1.729 -1.923 0.714
S 0.928 -2.514 1.772
O 1.651 -2.995 2.911
O -0.162 -1.517 2.110
C 0.073 -3.874 1.024
C -0.197 -4.955 1.849
C -0.897 -6.049 1.366
C -1.333 -6.054 0.053
C -1.066 -4.973 -0.775
C -0.359 -3.873 -0.308
S -0.046 -2.615 -1.565
O -1.017 -2.860 -2.590
O 1.339 -2.664 -1.935
O -0.407 -1.299 -0.893
H 0.161 -4.929 2.869
H -1.098 -6.891 2.015
H -1.884 -6.899 -0.338
H -1.407 -4.968 -1.800
Br 4.120 3.683 -0.823
C 4.383 1.977 -1.638
C 5.653 1.619 -2.061
C 5.791 0.360 -2.623
C 4.678 -0.461 -2.742
C 3.458 0.014 -2.292
N 3.316 1.222 -1.732
H 6.488 2.296 -1.954
H 6.762 0.027 -2.968
H 4.744 -1.450 -3.172
H 2.563 -0.596 -2.362
Cl -1.635 0.439 -6.460
C -1.203 0.820 -4.816
C 0.064 1.292 -4.535
C 0.401 1.589 -3.221
C -0.508 1.416 -2.183
C -0.146 1.728 -0.756
C -1.786 0.954 -2.505
C -2.138 0.653 -3.808
H 0.780 1.429 -5.334
H 1.389 1.967 -2.997
H -0.900 2.417 -0.355
H 0.821 2.237 -0.705
H -2.513 0.802 -1.716
H -3.125 0.279 -4.043
*
```

Here are the Löwdin charges for atoms 1 to 6, given in e:
1 Re 1.728
2 C 0.001
3 C -0.220
4 N -0.109
5 N 0.119
6 C -0.391